Molecular formula: C13H16BIN5RuS2SbSe4
Method: DFT, ωB97M-V with the def2-TZVPD basis set

Structure (XYZ):
```
44
C13H16BIN5RuS2SbSe4, DFT ωB97M-V with the def2-TZVPD basis set
Ru 0.4573 0.1263 -0.7243
Se 3.9143 -0.8102 -5.1216
Sb 2.5366 0.7682 -3.7055
Se -0.3663 1.5390 -2.3295
Se 2.3536 -0.7351 -1.5727
Se 4.1240 2.5353 -3.1022
C 0.5890 -2.7581 1.2203
N 0.3372 -1.7281 2.1878
C 0.9831 -1.5471 3.3855
C 0.5325 -0.3823 3.9092
N -0.3775 0.1652 3.0524
B -0.9869 1.5871 3.1330
N -0.5040 2.4358 1.9026
C -1.1275 3.6019 1.5646
C -0.3867 4.2430 0.6253
N 0.7079 3.4664 0.3770
C 1.7879 3.7879 -0.5181
C 0.5969 2.3517 1.1416
S 1.7782 1.1127 1.1114
C -0.4731 -0.6559 2.0004
S -1.5066 -0.4716 0.6674
H 1.2874 -3.4776 1.6451
H 1.0363 -2.3287 0.3073
H -0.3376 -3.2625 0.9265
H 1.7315 -2.2333 3.7302
H 0.7959 0.1098 4.8265
H -0.5408 2.1035 4.1144
H -2.1779 1.5309 3.0993
H -2.0493 3.8852 2.0337
H -0.5589 5.1664 0.1052
H 1.9602 4.8640 -0.5055
H 1.5562 3.4798 -1.5445
H 2.7038 3.2838 -0.2051
I -4.9820 -1.9185 -2.7176
C -2.9490 -2.4511 -2.5832
C -2.5555 -3.7666 -2.7511
C -1.2065 -4.0612 -2.6340
C -0.3188 -3.0326 -2.3634
N -0.7144 -1.7788 -2.1910
C -1.9987 -1.4841 -2.3104
H -3.2827 -4.5369 -2.9650
H -0.8460 -5.0715 -2.7591
H 0.7513 -3.2075 -2.2903
H -2.2743 -0.4444 -2.1722
```

Calculated values
**LUMO (spin up / spin down)**: 1.9 / 1.0 eV
**Energy**: -322147.9070 eV
**Kohn-Sham gap (spin up / spin down)**: 5.620 / 5.099 eV
**Charge**: -1
**2S+1**: 6
**E_HOMO (spin up / spin down)**: -3.72 / -4.05 eV
**ΔE to the lowest compared entry with this formula, charge and spin**: 0.0 kcal per mole

***

Molecular formula: C13H16BN8O3Tc
Method: DFT, ωB97M-V with the def2-TZVPD basis set

Structure (XYZ):
```
42
C13H16BN8O3Tc, DFT ωB97M-V with the def2-TZVPD basis set
Tc -0.3504 0.4358 0.4839
N 0.3660 0.8083 2.4963
C -0.3538 -0.0752 3.4564
C -1.7819 -0.2627 2.9627
O -2.6941 -0.4585 3.7214
N -1.9096 -0.0851 1.5916
C -3.1223 0.5920 1.1420
C -2.7165 1.9919 0.6776
O -3.4855 2.8720 0.4505
O -1.3839 2.0956 0.4127
H 1.3728 0.7271 2.6100
H 0.1252 1.7806 2.6859
H -0.3871 0.3572 4.4536
H 0.1705 -1.0262 3.5202
H -3.8620 0.6575 1.9371
H -3.5749 0.0656 0.2994
C 1.1611 -3.6002 0.5744
C 0.4423 -2.5633 1.1447
N 0.5689 -1.4517 0.4039
N 1.3429 -1.7733 -0.6625
C 1.7121 -3.0518 -0.5722
B 1.4789 -0.7742 -1.8370
N 2.0886 0.5432 -1.2940
C 3.1687 1.2363 -1.6618
C 3.2173 2.4136 -0.9324
C 2.0967 2.3679 -0.1181
N 1.4218 1.2313 -0.3364
N 0.0404 -0.4549 -2.3342
C -0.4688 -0.4814 -3.5682
C -1.7542 0.0321 -3.5406
C -1.9631 0.3890 -2.2195
N -0.8843 0.0758 -1.4883
H 1.2576 -4.6091 0.9337
H -0.1793 -2.5723 2.0242
H 2.3278 -3.4943 -1.3380
H 2.1462 -1.2307 -2.7159
H 3.8262 0.8549 -2.4259
H 3.9521 3.1959 -0.9977
H 1.7253 3.0977 0.5844
H 0.1183 -0.8622 -4.3880
H -2.4350 0.1453 -4.3651
H -2.8210 0.8609 -1.7705
```

Calculated values
**LUMO (spin up / spin down)**: -2.7 / -5.0 eV
**Energy**: -34676.6695 eV
**Kohn-Sham gap (spin up / spin down)**: 9.593 / 7.749 eV
**Charge**: +1
**2S+1**: 4
**E_HOMO (spin up / spin down)**: -12.31 / -12.79 eV

***

Molecular formula: C13H16BeClN5O3
Method: DFT, ωB97M-V with the def2-TZVPD basis set

Structure (XYZ):
```
39
C13H16BeClN5O3, DFT ωB97M-V with the def2-TZVPD basis set
Be 0.0423 0.1476 -0.0017
N -1.5756 0.9504 0.0242
C -2.5435 -0.1540 -0.0590
C -1.9615 -1.1383 -1.0628
N -0.6000 -1.4522 -0.5841
H -1.5992 1.4588 0.9090
H -1.7267 1.6308 -0.7129
H -3.5456 0.1610 -0.3524
H -2.6028 -0.6304 0.9218
H -1.8625 -0.6430 -2.0301
H -2.5947 -2.0189 -1.1799
H -0.0313 -1.8576 -1.3195
H -0.6339 -2.1290 0.1736
C -0.0292 -3.2889 5.1949
C -0.9782 -2.1287 5.2972
C -2.2275 -2.2574 5.8774
C -3.0769 -1.1635 5.9719
Cl -4.6430 -1.3540 6.6998
C -2.6889 0.0705 5.4933
C -1.4388 0.2165 4.9029
C -0.5869 -0.8749 4.8028
O 0.6583 -0.8431 4.2485
C 1.1529 0.3812 3.7317
C 0.4437 0.7857 2.4318
O -0.2063 1.8283 2.3824
O 0.5850 -0.0648 1.4696
H -0.4746 -4.1929 5.6059
H 0.8933 -3.0696 5.7343
H 0.2482 -3.4658 4.1547
H -2.5447 -3.2166 6.2658
H -3.3495 0.9224 5.5764
H -1.1494 1.1847 4.5206
H 2.2002 0.1860 3.5094
H 1.0717 1.1905 4.4587
N 5.2018 2.6797 -1.7589
C 4.1171 2.3005 -1.8916
N 2.8971 1.9001 -2.1282
C 1.9644 1.3195 -1.5574
N 1.0110 0.7700 -1.1280
```

Calculated values
**LUMO**: -0.2 eV
**Energy**: -40261.8767 eV
**Kohn-Sham gap**: 8.293 eV
**2S+1**: 1
**E_HOMO**: -8.51 eV
**ΔE to the lowest compared entry with this formula, charge and spin**: 10.6 kcal per mole